1.
Molecular formula: C17H35AgF6NO7
Method: DFT, ωB97M-V/def2-TZVPD

ORCA input file:
```
! wB97M-V def2-TZVPD RIJCOSX def2/J DEFGRID3
* xyz -1 1
Ag -1.79 0.55 1.79
C 0.88 2.30 0.83
O 0.35 1.90 -0.34
O 0.41 1.40 1.83
C 2.50 2.43 0.83
F 2.97 2.25 2.11
F 2.99 1.49 0.03
F 2.90 3.59 0.39
C 0.64 2.71 -1.48
C 0.42 1.68 -2.70
H 0.98 0.81 -2.37
H -0.58 1.28 -2.89
H 0.77 2.24 -3.57
H 1.67 3.06 -1.54
H 0.04 3.61 -1.60
H 0.55 3.31 1.06
C -3.82 2.84 1.40
O -3.47 1.86 0.43
O -3.74 2.15 2.67
C -3.03 4.22 1.31
F -3.53 5.11 0.51
F -2.88 4.84 2.53
F -1.82 3.93 0.82
C -3.77 2.20 -0.93
C -3.31 1.00 -1.80
H -3.19 1.25 -2.85
H -2.34 0.68 -1.43
H -4.06 0.20 -1.76
H -3.37 3.15 -1.29
H -4.85 2.26 -1.08
H -4.82 3.20 1.14
C -3.50 -2.20 0.18
C -2.84 -2.73 1.49
C -2.48 -4.25 1.36
O -1.91 -1.93 2.15
H -4.18 -2.90 -0.30
H -2.73 -1.84 -0.50
H -4.10 -1.32 0.43
H -3.63 -2.90 2.21
H -1.49 -4.42 0.92
H -3.22 -4.72 0.72
H -2.54 -4.72 2.34
C 1.37 -2.21 -3.87
O 1.56 -1.72 -2.56
C 0.78 -2.31 -1.43
C 0.91 -1.39 -0.25
N 2.01 -1.80 0.77
H 2.05 -1.15 1.54
H 1.74 -2.69 1.16
C 3.41 -1.80 0.17
C 4.57 -1.58 1.27
O 4.32 -0.50 2.14
C 5.51 -0.22 2.94
H 1.14 -3.27 -3.97
H 2.19 -1.85 -4.50
H 0.57 -1.66 -4.38
H 0.90 -3.38 -1.27
H -0.27 -2.26 -1.74
H 0.00 -1.21 0.33
H 1.20 -0.41 -0.61
H 3.41 -1.01 -0.57
H 3.65 -2.79 -0.23
H 5.55 -1.51 0.80
H 4.63 -2.51 1.83
H 6.32 0.10 2.28
H 5.96 -1.06 3.46
H 5.44 0.60 3.64
*
```

Its HOMO-LUMO gap is 5.48 eV.


2.
Molecular formula: C12H31BF4N2O2RuSSiTe4
Method: DFT, ωB97M-V/def2-TZVPD

ORCA input file:
```
! wB97M-V def2-TZVPD RIJCOSX def2/J DEFGRID3
* xyz -1 2
Ru -0.58 -1.50 0.69
C 1.18 -3.05 3.51
O 0.90 -1.77 2.97
C 2.09 -1.03 2.75
C 1.71 0.25 2.05
O 1.23 -0.03 0.73
C 2.31 -0.10 -0.22
H 1.75 -2.95 4.44
H 1.75 -3.65 2.79
H 0.23 -3.53 3.71
H 2.80 -1.60 2.15
H 2.56 -0.79 3.72
H 2.58 0.92 1.99
H 0.91 0.76 2.58
H 2.72 0.90 -0.36
H 1.90 -0.49 -1.15
H 3.08 -0.78 0.11
Te -2.19 -2.99 2.00
Te -4.18 -4.43 2.80
Te -2.28 -6.36 -0.44
Te -1.01 -4.15 -0.27
C -3.80 0.14 1.41
Si -1.95 0.17 1.70
C -1.74 0.27 3.57
C -1.51 1.94 1.16
H -4.22 1.14 1.60
H -4.30 -0.56 2.09
H -4.05 -0.14 0.39
H -2.25 1.17 3.93
H -0.70 0.30 3.90
H -2.21 -0.60 4.05
H -1.89 2.65 1.90
H -1.99 2.16 0.21
H -0.43 2.10 1.10
C 0.02 4.02 -1.64
C 0.70 2.69 -1.89
N -0.13 1.55 -1.54
C -0.43 0.49 -2.28
S -0.74 -1.06 -1.67
N -0.44 0.61 -3.64
C -0.96 1.76 -4.38
C -0.10 2.08 -5.59
H 0.70 4.84 -1.84
H -0.30 4.08 -0.59
H -0.87 4.15 -2.26
H 1.61 2.63 -1.29
H 1.02 2.58 -2.93
H -0.18 1.33 -0.55
H -0.58 -0.29 -4.09
H -1.01 2.61 -3.71
H -1.98 1.55 -4.69
H 0.92 2.33 -5.29
H -0.52 2.92 -6.15
H -0.04 1.23 -6.27
F 2.95 -4.70 -0.25
B 2.98 -3.32 -0.27
F 1.84 -2.79 0.41
F 4.12 -2.83 0.42
F 2.98 -2.83 -1.59
*
```

Its HOMO-LUMO gap (spin up / spin down) is 5.76 / 5.16 eV.


3.
Molecular formula: C3H5NO2
Method: DFT, ωB97M-V/def2-TZVPD

ORCA input file:
```
! wB97M-V def2-TZVPD RIJCOSX def2/J DEFGRID3
* xyz 0 3
C -1.81 -0.25 -1.41
C 0.18 0.76 0.59
C 0.99 -0.47 0.94
N -2.06 -0.26 -0.20
O -1.63 -0.34 -2.58
O 0.80 1.58 -0.21
H 0.63 -1.19 0.20
H 0.60 -0.68 1.88
H 2.10 -0.52 0.89
H -1.43 0.11 0.51
H 1.62 1.27 -0.61
*
```

Its HOMO-LUMO gap (spin up / spin down) is 7.69 / 9.17 eV.